[1]
Entry from OMol25: a structure of composition C5H10N2 (ωB97M-V/def2-TZVPD).

XYZ file:
```
17
C5H10N2, DFT ωB97M-V/def2-TZVPD
C -1.45 1.36 0.89
C -0.86 0.07 0.39
N -1.43 -0.42 -0.78
N 0.58 -1.84 0.86
C -0.09 -0.74 1.22
H -0.95 -1.18 -1.22
H -1.71 0.29 -1.44
H 0.15 -2.31 0.07
H 1.61 -1.17 -0.05
H 0.23 -0.28 2.15
H -0.95 1.69 1.80
H -2.52 1.23 1.12
H -1.37 2.14 0.13
C 1.92 -0.04 -0.71
C 2.63 0.24 -1.68
H 3.21 0.50 -2.53
H 1.01 0.46 -0.22
```

- gap between HOMO and LUMO (alpha / beta) (eV) = 7.48 / 7.48

[2]
Entry from OMol25: the molecule C5H10N2 (ωB97M-V/def2-TZVPD).

XYZ file:
```
17
C5H10N2, DFT ωB97M-V/def2-TZVPD
C -2.44 -0.76 -0.07
C -1.80 0.62 0.03
C -0.31 0.50 -0.16
C 2.44 0.08 -0.71
C 2.26 0.04 0.75
H -2.05 -1.57 0.61
H -2.23 -1.30 -1.03
H -3.54 -0.68 0.23
H -1.90 0.89 1.13
H -2.36 1.46 -0.59
H 0.28 1.48 -0.24
H 3.21 -0.40 -1.21
H 2.06 1.00 -1.14
H 1.64 0.79 1.26
H 2.99 -0.54 1.29
N 0.21 -0.68 -0.14
N 1.56 -0.92 -0.01
```

- SMILES string = CC/C=N/N1CC1
- gap between HOMO and LUMO (eV) = 9.74

[3]
Entry from OMol25: the molecule C5H10N2 (ωB97M-V/def2-TZVPD).

XYZ file:
```
17
C5H10N2, DFT ωB97M-V/def2-TZVPD
C -0.44 -1.37 0.44
C -1.60 0.03 -1.41
C -0.38 -0.71 -0.93
N 1.71 1.39 1.35
C 0.00 -0.21 1.26
C 0.87 -0.04 -1.03
N 0.74 0.70 0.62
H 1.85 1.05 2.30
H 1.67 2.38 1.20
H -1.44 -1.70 0.73
H 0.25 -2.22 0.54
H -0.22 -0.07 2.32
H -1.70 1.02 -0.95
H -1.55 0.19 -2.49
H -2.51 -0.53 -1.22
H 1.78 -0.64 -0.96
H 0.97 0.75 -1.76
```

- gap between HOMO and LUMO (eV) = 6.88

[4]
Entry from OMol25: the molecule C5H10N2 (ωB97M-V/def2-TZVPD).

XYZ file:
```
17
C5H10N2, DFT ωB97M-V/def2-TZVPD
C -2.37 -0.55 -0.29
C -1.47 0.10 -1.28
N -0.16 0.05 -1.07
C 0.48 -0.80 -0.24
C 1.63 -0.39 0.59
C 2.13 1.00 0.66
N 1.40 0.45 1.80
H -1.92 -0.39 0.71
H -2.49 -1.64 -0.39
H -3.36 -0.09 -0.31
H -1.82 0.65 -2.14
H 0.42 0.72 -1.57
H -0.08 -1.67 0.05
H 2.34 -1.18 0.80
H 3.19 1.18 0.85
H 1.66 1.78 0.06
H 0.44 0.78 1.76
```

- gap between HOMO and LUMO (eV) = 7.51

[5]
Entry from OMol25: the molecule C5H10N2 (ωB97M-V/def2-TZVPD).

XYZ file:
```
17
C5H10N2, DFT ωB97M-V/def2-TZVPD
C -1.99 -0.15 0.08
C -1.34 0.32 -1.26
N 0.01 0.78 -0.98
C 0.65 -0.30 -0.80
C 1.19 -0.57 0.53
C 2.32 0.24 0.98
N 1.00 0.47 1.52
H -3.08 -0.07 0.02
H -1.65 0.44 0.94
H -1.76 -1.20 0.33
H -1.41 -0.51 -1.98
H -1.79 1.21 -1.64
H 0.58 -1.12 -1.53
H 0.96 -1.58 0.87
H 3.06 -0.18 1.65
H 2.68 0.94 0.23
H 0.57 1.27 1.05
```

- SMILES string = CC/N=C/[C@H]1CN1
- gap between HOMO and LUMO (eV) = 9.21

[6]
Entry from OMol25: the molecule C5H10N2O (ωB97M-V/def2-TZVPD).

XYZ file:
```
18
C5H10N2O, DFT ωB97M-V/def2-TZVPD
C -2.15 0.52 0.36
C 1.51 0.82 -0.15
C -0.78 0.23 -0.19
N 2.06 0.06 0.88
N -0.94 -2.19 -0.49
C 0.21 1.25 -0.24
C -0.34 -0.97 -0.70
O 2.46 1.61 -0.75
H 3.32 1.28 -0.44
H 2.03 0.53 1.77
H 1.67 -0.88 0.96
H -0.39 -3.01 -0.74
H -1.42 -2.30 0.39
H -0.04 2.24 -0.63
H 0.35 -1.00 -1.54
H -2.85 0.72 -0.45
H -2.15 1.39 1.03
H -2.56 -0.30 0.96
```

- SMILES string = CC(/C=C(\N)O)=C\N
- gap between HOMO and LUMO (eV) = 7.72

[7]
Entry from OMol25: the molecule C5H10N2O (ωB97M-V/def2-TZVPD).

XYZ file:
```
18
C5H10N2O, DFT ωB97M-V/def2-TZVPD
C 2.10 0.44 -0.09
C 0.83 0.61 -0.37
C -1.73 0.25 1.05
C -0.15 -0.29 -0.90
C -1.53 0.16 -0.50
N 2.65 -0.89 -0.24
N 3.84 -0.93 0.00
O 2.92 1.42 0.39
H 0.47 1.60 -0.12
H -1.95 -0.67 1.58
H -2.76 0.76 1.28
H -1.02 0.99 1.39
H 0.13 -0.59 -1.88
H 0.13 -1.19 -0.17
H -1.71 1.15 -0.99
H -2.37 -0.53 -0.96
H 4.10 -1.96 -0.09
H 3.62 0.90 0.78
```

- SMILES string = [H]/N=N/C(O)=C\CCC
- gap between HOMO and LUMO (eV) = 9.06

[8]
Entry from OMol25: the molecule C5H10N2O (ωB97M-V/def2-TZVPD).

XYZ file:
```
18
C5H10N2O, DFT ωB97M-V/def2-TZVPD
O -1.06 2.74 0.13
C -1.32 1.63 0.52
C -0.01 0.95 1.17
C 0.13 -0.39 0.59
C 0.20 -0.43 -0.94
C 0.58 -1.59 -1.45
N 0.78 -1.60 -2.83
N -0.15 1.11 2.66
H -2.23 1.15 0.53
H 0.99 1.57 0.84
H -0.70 -1.03 0.91
H 1.11 -0.65 0.79
H -0.03 0.40 -1.48
H 0.72 -2.53 -0.95
H 0.95 -2.48 -3.31
H 0.66 -0.78 -3.37
H 0.38 0.38 3.28
H -1.00 1.54 2.92
```

- SMILES string = N/C=C/C[C@H](N)C=O
- gap between HOMO and LUMO (eV) = 8.89

[9]
Entry from OMol25: a cluster of 2 separate species, C5H10N2O in total (ωB97M-V/def2-TZVPD).

XYZ file:
```
18
C5H10N2O, DFT ωB97M-V/def2-TZVPD
C -1.17 -1.82 0.39
C -1.23 -0.52 0.58
C -1.51 0.47 -0.43
C 1.22 0.51 -0.53
C 1.46 0.99 0.88
N -1.46 1.70 -0.14
N 1.33 -0.73 -0.87
O 1.60 -1.73 -0.14
H -0.85 -2.64 1.19
H -1.35 -2.20 -0.53
H -1.18 0.11 1.50
H -1.75 0.06 -1.51
H 0.73 1.04 -1.35
H 0.55 1.72 1.06
H 2.35 1.56 1.03
H 1.58 0.24 1.68
H -1.64 2.27 -0.98
H 1.31 -1.04 -1.82
```

- SMILES string = C/C=[NH+]\[O-].[H]/N=C/C=C
- gap between HOMO and LUMO (eV) = 9.28

[10]
Entry from OMol25: a structure of composition C5H10N2O (ωB97M-V/def2-TZVPD).

XYZ file:
```
18
C5H10N2O, DFT ωB97M-V/def2-TZVPD
C 0.43 -1.61 -0.95
C -0.85 -0.84 1.11
N 0.52 1.69 0.03
C 1.07 0.53 0.24
C 0.06 -0.46 -0.04
C -0.84 1.13 -0.69
O 2.37 0.29 0.46
N -2.03 1.48 -0.35
H 2.91 1.08 0.32
H 0.83 2.61 0.34
H -2.18 1.54 0.65
H -0.57 1.12 -1.74
H 1.00 -2.39 -0.43
H -0.48 -2.06 -1.34
H -0.47 -1.74 1.63
H 1.03 -1.28 -1.80
H -0.94 -0.05 1.85
H -1.85 -1.05 0.73
```

- gap between HOMO and LUMO (eV) = 7.33

[11]
Entry from OMol25: a structure of composition C5H10N2O (ωB97M-V/def2-TZVPD).

XYZ file:
```
18
C5H10N2O, DFT ωB97M-V/def2-TZVPD
C 2.88 0.00 0.84
C 1.90 0.29 -0.43
C 0.69 1.13 -0.39
C -0.65 0.92 0.01
C -2.42 -0.68 0.20
H 3.52 0.79 1.51
H 2.40 -0.92 1.74
H 3.54 -0.89 0.49
H 2.50 0.57 -1.19
H 1.78 -1.69 -1.49
H 0.97 2.13 -0.49
H -1.26 1.91 -0.18
H -0.26 -0.97 0.07
H -2.57 -1.83 -0.17
H -2.85 1.07 0.26
N -1.14 -0.43 0.19
N -3.49 0.18 0.13
O 1.28 -1.04 -0.52
```

- gap between HOMO and LUMO (eV) = 7.99

[12]
Entry from OMol25: a cluster of 2 separate species, C5H10N2O in total (ωB97M-V/def2-TZVPD).

XYZ file:
```
18
C5H10N2O, DFT ωB97M-V/def2-TZVPD
C -0.21 -0.42 0.31
C 1.12 -1.05 -0.17
C -1.39 -0.71 -0.60
N -0.50 -0.57 1.69
C 1.73 0.32 -0.47
C -0.28 2.07 -0.45
N 0.35 1.01 -0.01
O 2.46 0.74 -1.32
H -1.47 -0.51 1.94
H -0.02 -1.31 2.18
H 1.66 -1.64 0.58
H 1.00 -1.63 -1.08
H 1.51 0.89 0.85
H -1.16 -0.46 -1.63
H -2.25 -0.12 -0.30
H -1.64 -1.77 -0.53
H 0.31 2.81 -0.97
H -1.23 2.35 -0.01
```

- gap between HOMO and LUMO (alpha / beta) (eV) = 7.99 / 7.99